{"formula": "C3H9N3O", "method": "ωB97M-V with the def2-TZVPD basis set", "e_homo_ha": [-0.50065, -0.49888], "relative_energy_kj_mol": 175.4, "multiplicity": 2, "homo_lumo_gap_ev": [9.42, 4.51], "total_charge": 1, "species": ["C", "N", "C", "N", "O", "C", "N", "H", "H", "H", "H", "H", "H", "H", "H", "H"], "coordinates": [[0.65668, -0.10634, 0.58006], [0.50139, -0.89796, -0.62365], [-0.82235, -1.34463, -0.80851], [-1.79819, -1.29825, 0.27624], [-1.23280, -2.00357, -1.79006], [1.30602, 1.21198, 0.32626], [0.33940, 1.94823, -0.59012], [-0.28658, -0.00432, 1.05123], [1.19492, -0.72578, 1.30231], [0.98478, -1.16636, -1.40121], [-2.74698, -1.56058, -0.07810], [-1.60110, -1.74955, 1.26716], [2.27783, 1.25986, -0.16771], [1.36285, 1.77326, 1.19195], [0.46021, 2.89814, -0.23910], [-0.59608, 1.76585, -0.29676]], "forces_ev_per_a": [[3.18, -0.80, 0.32], [-7.92, -1.05, 1.76], [2.07, -0.42, 2.15], [0.41, -1.45, -0.20], [-0.02, 0.74, 0.59], [-1.65, 0.47, -2.59], [1.61, 0.60, 0.74], [-1.03, 0.54, 0.06], [0.40, 0.04, -0.01], [2.79, -0.01, -2.09], [0.92, 0.40, 0.40], [-0.10, 1.08, -2.81], [-0.04, -0.71, 0.12], [0.39, 0.69, 2.21], [-0.12, 0.29, -0.89], [-0.89, -0.41, 0.26]], "mulliken_charge": [-0.61, 0.03, 0.62, -0.41, -0.25, -0.67, -0.60, 0.45, 0.35, 0.18, 0.33, 0.34, 0.34, 0.42, 0.27, 0.23]}

{"formula": "C3Li2O3Sm", "method": "ωB97M-V with the def2-TZVPD basis set", "e_homo_ha": [-0.51738, -0.51842], "relative_energy_kj_mol": 93.9, "multiplicity": 7, "homo_lumo_gap_ev": [4.97, 5.18], "total_charge": 2, "species": ["O", "C", "O", "Li", "Li", "C", "C", "O", "Sm"], "coordinates": [[-1.01210, -0.35379, 3.36012], [-1.18109, 0.24854, 2.37860], [-1.60714, 0.70458, 1.39048], [-0.53168, 0.83609, -0.36340], [1.00632, -1.42250, 3.27591], [1.27683, -0.64726, 1.43238], [1.21213, -0.56774, 0.19742], [0.95828, -0.30440, -1.05182], [1.78402, -1.01378, -3.35810]], "forces_ev_per_a": [[0.48, 0.96, -0.50], [-1.13, -1.59, 0.39], [0.74, 0.57, 0.03], [0.40, -0.35, 0.56], [0.07, 0.24, -0.19], [-0.12, -0.26, -0.69], [-0.24, 0.14, 1.65], [0.26, -0.20, -3.30], [-0.46, 0.48, 2.06]], "mulliken_charge": [-0.43, 0.97, -0.51, 0.86, 1.00, -1.05, 0.36, -0.95, 1.76]}

{"formula": "CH2O5P", "method": "ωB97M-V with the def2-TZVPD basis set", "smiles": "O=C([O-])OP(O)O", "e_homo_ha": -0.18498, "relative_energy_kj_mol": 104.0, "homo_lumo_gap_ev": 9.07, "total_charge": -1, "species": ["O", "C", "O", "O", "P", "O", "O", "H", "H"], "coordinates": [[-0.16360, -2.18824, 1.18869], [0.60540, -1.28530, 1.05020], [1.50771, -0.75407, 1.63733], [0.38607, -0.52548, -0.35411], [-1.01152, 0.12173, -0.73057], [-1.02300, 1.39753, 0.36785], [-0.50048, 0.92731, -2.08478], [-0.26496, 1.31426, 0.95408], [0.46437, 0.99226, -2.02869]], "forces_ev_per_a": [[-0.94, -1.09, 0.06], [0.05, 0.51, -0.48], [0.84, 0.57, 0.50], [0.14, -0.16, -0.09], [0.03, 0.61, 0.22], [-0.41, -0.33, -0.22], [-0.01, -0.20, -0.10], [0.33, 0.00, 0.08], [-0.02, 0.08, 0.02]], "mulliken_charge": [-0.59, 0.55, -0.60, -0.29, 0.21, -0.47, -0.43, 0.32, 0.31]}

{"formula": "C32H25CaCl3N7O5S", "method": "ωB97M-V with the def2-TZVPD basis set", "e_homo_ha": -0.17897, "relative_energy_kj_mol": 504.8, "homo_lumo_gap_ev": 6.97, "total_charge": -1, "species": ["Ca", "O", "C", "N", "C", "C", "C", "C", "C", "C", "N", "C", "C", "C", "C", "C", "N", "H", "H", "H", "H", "H", "H", "H", "H", "H", "H", "O", "C", "C", "C", "C", "C", "C", "C", "O", "N", "N", "C", "C", "C", "C", "C", "C", "N", "H", "H", "H", "H", "H", "H", "H", "H", "H", "H", "Cl", "C", "Cl", "Cl", "C", "O", "O", "S", "C", "N", "C", "C", "C", "C", "H", "H", "H", "H", "H"], "coordinates": [[0.25829, -0.60378, -0.48035], [-3.38722, -1.90359, 1.23231], [-2.43617, -1.33210, 0.67552], [-1.14598, -1.60925, 0.75591], [-0.78290, -2.77048, 1.54094], [0.64981, -3.13161, 1.22104], [1.01008, -4.42863, 0.86461], [2.32472, -4.70754, 0.53571], [3.25438, -3.68040, 0.55856], [2.81034, -2.41686, 0.90147], [1.54984, -2.13780, 1.23784], [-3.17573, 1.18232, 0.55333], [-4.47485, 1.83290, 0.18589], [-4.45927, 3.09958, -0.24882], [-3.22643, 3.79376, -0.57038], [-2.09586, 3.06253, -0.68059], [-2.05072, 1.81860, -0.13551], [-1.44333, -3.61600, 1.32203], [-0.87763, -2.55955, 2.61645], [0.25521, -5.20316, 0.83710], [2.61426, -5.70791, 0.23909], [4.28398, -3.84016, 0.27079], [3.49429, -1.57491, 0.86046], [-5.38642, 1.25085, 0.24182], [-5.39239, 3.60079, -0.48073], [-3.24496, 4.82663, -0.88384], [-1.19917, 3.41055, -1.17671], [0.02638, -2.20584, -4.60052], [-0.48119, -1.07999, -5.13009], [-0.41268, -0.92078, -6.51564], [-0.93139, 0.20820, -7.11707], [-1.53249, 1.20286, -6.35059], [-1.59784, 1.05260, -4.97807], [-1.07424, -0.07443, -4.34600], [-1.11344, -0.20451, -2.86075], [-0.61711, -1.27085, -2.31299], [-1.63581, 0.79623, -2.20872], [-1.59802, 0.62322, -0.79769], [-2.76527, -0.12461, -0.20322], [-2.94641, 1.09274, 2.05911], [-4.00952, 0.87861, 2.93042], [-3.74570, 0.72734, 4.27789], [-2.43136, 0.79826, 4.71485], [-1.44083, 1.01642, 3.77101], [-1.68665, 1.15982, 2.47261], [-0.09272, -2.12153, -3.61952], [0.05846, -1.70244, -7.09771], [-0.86506, 0.32003, -8.19287], [-1.94210, 2.08640, -6.82296], [-2.05637, 1.80882, -4.35547], [-3.47948, -0.40746, -0.97706], [-5.01775, 0.81113, 2.54801], [-4.55372, 0.54859, 4.97668], [-2.17656, 0.68515, 5.76042], [-0.39608, 1.07797, 4.05926], [4.07275, 1.82982, -0.51589], [2.89154, 1.37641, -1.77669], [3.29605, 2.22030, -3.27062], [1.26071, 1.87456, -1.27005], [3.01745, -0.21023, -1.95361], [3.95940, -0.57458, -2.62481], [2.14224, -0.85830, -1.32252], [1.65442, 1.55238, 2.24778], [3.12816, 1.25624, 2.93547], [3.51142, -0.04381, 3.17554], [4.70485, -0.41592, 3.69691], [5.62570, 0.51441, 4.04231], [5.29869, 1.88339, 3.83641], [4.09979, 2.24088, 3.30800], [2.82110, -0.73911, 2.91383], [4.86834, -1.47800, 3.81335], [6.57837, 0.21944, 4.45385], [6.02314, 2.64291, 4.10236], [3.83465, 3.27247, 3.13108]], "forces_ev_per_a": [[1.65, 0.71, 1.31], [-0.07, 0.07, -0.07], [0.06, -0.11, 0.07], [-1.29, -1.16, 1.15], [-0.22, 0.20, 0.01], [-0.06, -0.15, 0.11], [-0.01, -0.05, 0.09], [-0.01, 0.02, 0.01], [-0.02, -0.04, 0.01], [0.10, -0.03, -0.03], [0.04, -0.22, 0.02], [0.14, -0.01, 0.01], [-0.01, -0.02, -0.06], [-0.02, -0.03, 0.01], [0.02, 0.01, 0.00], [-0.02, 0.04, -0.09], [-0.17, 0.00, 0.09], [0.05, -0.06, 0.08], [0.03, -0.08, 0.02], [-0.02, 0.02, -0.02], [0.00, 0.00, 0.01], [0.00, 0.03, 0.01], [-0.03, 0.00, 0.01], [-0.01, 0.02, 0.01], [-0.02, -0.03, -0.01], [0.02, 0.00, 0.00], [0.01, -0.02, 0.01], [0.02, -0.02, -0.05], [-0.07, 0.04, 0.07], [0.00, -0.01, -0.07], [0.01, 0.00, 0.03], [-0.03, 0.03, 0.00], [0.03, -0.02, -0.03], [0.06, -0.12, -0.02], [-0.23, 0.15, 0.02], [-0.68, -0.23, -1.20], [-0.27, 0.06, -0.21], [-1.02, 0.67, -0.38], [-0.20, -0.16, 0.27], [0.01, 0.01, 0.02], [0.00, -0.02, -0.02], [-0.02, 0.00, 0.00], [0.00, 0.01, -0.02], [-0.01, 0.00, 0.05], [-0.01, -0.01, -0.04], [0.02, 0.03, 0.00], [0.00, -0.01, 0.02], [0.00, -0.02, 0.00], [0.00, 0.00, 0.01], [0.01, 0.01, 0.00], [0.00, 0.06, -0.02], [-0.01, 0.01, 0.01], [0.00, 0.00, 0.00], [0.01, 0.00, 0.00], [-0.01, 0.00, 0.00], [-0.05, 0.03, 0.02], [0.28, -0.16, -0.07], [-0.04, 0.02, -0.02], [0.23, 0.43, -0.15], [0.06, 0.12, -0.11], [0.02, -0.08, 0.05], [1.91, 0.02, -0.84], [-0.21, 0.23, 0.02], [-0.06, -0.19, -0.09], [0.05, 0.07, 0.05], [0.05, -0.04, 0.03], [0.05, 0.09, 0.01], [-0.04, -0.10, -0.01], [0.08, 0.00, 0.01], [-0.03, -0.04, -0.06], [-0.06, -0.01, -0.03], [-0.01, -0.03, 0.00], [-0.02, 0.03, -0.02], [0.01, 0.01, 0.00]], "mulliken_charge": [1.83, -0.84, -0.50, -0.17, -1.09, 0.90, -0.88, -0.36, -1.11, -0.04, -0.27, 1.90, -1.44, -0.37, -1.37, 0.03, -0.25, 0.38, 0.34, 0.41, 0.39, 0.41, 0.76, 0.53, 0.45, 0.39, 0.36, -0.77, 0.34, -0.67, -0.30, -0.84, -0.37, 0.04, 1.35, -1.34, -0.96, 1.51, -0.33, 0.05, -0.94, -0.49, -0.82, 0.06, 0.05, 0.41, 0.42, 0.36, 0.39, 0.52, 0.57, 0.36, 0.40, 0.39, 0.17, -0.14, 0.55, -0.16, -0.02, 0.08, -0.66, -0.72, -0.12, 0.40, 0.02, -0.13, -0.77, -0.04, -0.90, 0.09, 0.41, 0.40, 0.37, 0.41]}

{"formula": "CHN5O2", "method": "ωB97M-V with the def2-TZVPD basis set", "smiles": "O=[N+]([O-])c1nn[nH]n1", "e_homo_ha": -0.42984, "relative_energy_kj_mol": 133.8, "homo_lumo_gap_ev": 10.93, "species": ["O", "N", "O", "C", "N", "N", "N", "N", "H"], "coordinates": [[-0.91951, 0.22027, 2.36793], [-0.00876, -0.24844, 1.72019], [0.93949, -0.77516, 2.11727], [0.07370, -0.01618, 0.33176], [0.97522, -0.70311, -0.42082], [0.73075, -0.48126, -1.66081], [-0.32781, 0.38302, -1.60601], [-0.81040, 0.71621, -0.35396], [-0.65267, 0.90464, -2.49555]], "forces_ev_per_a": [[-0.70, -0.09, -0.17], [-2.03, 2.72, -0.24], [3.76, -2.80, 2.68], [-1.42, 0.32, -2.80], [0.13, -0.63, 0.65], [-1.96, 2.19, 1.37], [-1.07, 1.57, -1.60], [2.71, -1.95, -2.06], [0.58, -1.33, 2.17]], "mulliken_charge": [-0.55, 0.93, -0.49, 0.44, -0.05, -0.41, 0.24, -0.40, 0.30]}

{"formula": "C31H39CuN5O2P2", "method": "ωB97M-V with the def2-TZVPD basis set", "e_homo_ha": [-0.30291, -0.30290], "multiplicity": 2, "homo_lumo_gap_ev": [7.26, 5.63], "species": ["Cu", "C", "C", "C", "C", "C", "C", "C", "C", "C", "H", "H", "H", "H", "H", "H", "H", "H", "H", "H", "H", "H", "H", "H", "H", "P", "P", "N", "N", "N", "N", "C", "C", "C", "C", "C", "C", "C", "C", "C", "C", "C", "C", "C", "C", "C", "C", "C", "C", "H", "H", "H", "H", "H", "H", "H", "H", "H", "H", "H", "H", "H", "H", "H", "H", "H", "H", "H", "H", "O", "C", "C", "C", "C", "O", "N", "H", "H", "H", "H"], "coordinates": [[3.06015, -0.15720, 3.21759], [2.33714, -3.73825, -1.18235], [2.10922, -2.41645, -1.16030], [0.86945, -1.67697, -0.78101], [0.36530, -1.80150, 0.67762], [-0.53749, -2.94662, 1.04295], [-0.45151, -4.19958, 0.57286], [-0.13886, -4.55824, -0.84138], [1.36771, -4.85480, -1.03759], [1.90380, -0.86492, 4.57435], [3.36278, -4.08889, -1.32378], [2.95769, -1.75291, -1.35293], [0.06705, -1.87807, -1.49315], [1.13286, -0.60879, -0.88809], [1.24997, -1.70470, 1.34775], [-0.22085, -0.89024, 0.87000], [-1.16845, -2.77502, 1.92786], [-0.68908, -5.07820, 1.20477], [-0.49932, -3.82594, -1.56396], [-0.64540, -5.52200, -1.04043], [1.71317, -5.47386, -0.18901], [1.44847, -5.48441, -1.94145], [1.76116, -1.89099, 4.18206], [1.09568, -0.17580, 4.26821], [2.11520, -0.83239, 5.64255], [-2.25606, 1.64901, 1.02186], [0.55162, 2.33017, -1.34012], [-3.79267, 0.70519, 0.79765], [-3.17834, 3.05273, 1.68980], [0.06423, 1.57666, -2.87396], [1.23777, 3.76526, -2.22920], [-2.30554, 2.26584, -0.71247], [-1.10729, 3.17009, -1.07840], [-3.97202, -0.55819, 1.36027], [-5.22589, -1.04251, 0.99392], [-5.86034, -0.03230, 0.20767], [-4.95186, 1.01445, 0.08279], [-2.88529, 3.54910, 2.96202], [-3.69705, 4.64660, 3.21728], [-4.54326, 4.83560, 2.08069], [-4.18621, 3.86046, 1.15438], [0.55104, 0.33127, -3.28549], [-0.28331, -0.18200, -4.27729], [-1.27496, 0.81484, -4.55039], [-1.03811, 1.87179, -3.68718], [1.00255, 4.26970, -3.51486], [1.68099, 5.46819, -3.66980], [2.30782, 5.75861, -2.41904], [1.98810, 4.73050, -1.54574], [-3.20106, 2.87773, -0.89943], [-2.37497, 1.38758, -1.37343], [-1.36237, 3.75954, -1.97926], [-0.90644, 3.91161, -0.28447], [-3.18702, -0.99164, 1.96029], [-5.63332, -2.00631, 1.24917], [-6.85506, -0.05343, -0.21940], [-5.04763, 1.93244, -0.47873], [-2.11559, 3.06733, 3.55340], [-3.67966, 5.25331, 4.11318], [-5.31825, 5.58138, 1.95085], [-4.56633, 3.72197, 0.15637], [1.45831, -0.06276, -2.86653], [-0.20308, -1.14882, -4.72567], [-2.06872, 0.77598, -5.28309], [-1.56066, 2.81268, -3.60500], [0.37402, 3.73806, -4.21835], [1.72165, 6.06695, -4.57599], [2.92016, 6.62003, -2.19580], [2.21926, 4.57848, -0.50069], [3.22872, -5.37852, 1.63330], [3.94359, -4.44154, 1.96779], [5.45536, -4.60628, 2.21530], [5.92333, -3.19389, 2.47890], [4.63955, -2.37474, 2.45892], [4.64623, -1.12267, 2.68832], [3.56155, -3.11842, 2.16299], [5.64410, -5.27556, 3.06130], [5.94552, -5.03384, 1.33244], [6.44388, -3.09919, 3.43482], [6.56314, -2.83177, 1.67099]], "forces_ev_per_a": [[0.81, -0.90, -0.13], [-0.09, 0.88, -0.10], [0.88, -0.78, 0.24], [-0.25, 0.67, 0.15], [-0.70, 0.96, -0.78], [0.75, -0.79, 1.03], [-0.88, 0.19, 0.16], [1.38, -0.81, -0.05], [-0.34, -0.81, -0.06], [-0.56, -0.41, -0.38], [-0.18, 0.23, -0.17], [0.01, -0.34, 0.12], [-0.11, 0.21, 0.15], [-0.32, -0.43, -0.01], [-0.50, -0.63, -0.14], [0.08, 0.12, -0.05], [0.78, -0.20, 0.15], [-0.62, 0.81, -0.32], [-0.02, -0.10, 0.14], [0.05, 0.55, -0.05], [-0.13, 0.10, -0.35], [0.20, 0.13, 0.23], [0.03, 0.55, 0.25], [-0.05, -0.20, 0.23], [0.22, 0.17, -0.30], [-4.27, 1.00, -0.63], [-1.07, 1.84, -3.44], [0.59, -0.83, 0.21], [0.92, 0.51, 0.60], [-0.02, -0.99, 0.01], [0.29, 0.77, 0.98], [0.81, 0.26, -0.53], [0.10, 0.07, 0.43], [-0.95, 0.14, -0.67], [0.88, 0.69, 0.24], [1.21, 0.59, 0.09], [-0.18, -0.73, 0.20], [-0.63, 0.60, -0.43], [0.36, -0.68, -0.15], [0.84, -1.07, -0.45], [0.16, 0.46, 0.74], [-1.26, -0.03, -0.82], [0.67, 1.16, 0.96], [0.56, 0.55, 0.96], [-0.10, -0.81, -0.18], [0.36, 0.03, 0.20], [-0.33, -0.72, 0.57], [-0.37, -0.57, 0.37], [0.04, -0.12, -0.99], [0.30, -0.51, 0.25], [0.15, 0.23, 0.12], [0.40, -0.28, 0.55], [-0.21, -0.15, -0.14], [-0.06, -0.07, -0.04], [0.02, 0.02, 0.11], [0.22, -0.03, 0.03], [-0.04, -0.31, 0.18], [-0.18, 0.16, -0.02], [-0.02, -0.17, -0.09], [0.21, -0.14, -0.02], [-0.02, 0.02, 0.24], [-0.05, -0.12, 0.09], [0.18, -0.22, -0.24], [0.12, -0.01, 0.08], [0.01, -0.27, -0.03], [0.38, 0.07, 0.13], [-0.06, -0.22, 0.28], [-0.09, -0.08, 0.07], [0.18, 0.06, -0.12], [0.46, 1.24, 0.42], [0.08, -0.94, -0.23], [-0.03, -0.09, -0.21], [0.19, 0.45, 0.02], [-1.20, -2.09, -0.49], [-0.36, 0.56, 0.25], [0.65, 1.25, 0.49], [-0.19, 0.05, -0.19], [-0.28, -0.07, 0.19], [0.00, 0.28, -0.16], [0.15, 0.13, 0.22]], "mulliken_charge": [0.23, -0.77, -0.18, -0.02, 1.03, -0.59, -0.35, -0.88, -0.39, -0.58, 0.37, 0.46, 0.35, -0.31, -0.32, -0.24, 0.30, 0.32, 0.28, 0.43, 0.22, 0.40, 0.20, 0.13, 0.36, -0.12, -0.18, 0.50, 0.44, 0.58, 0.25, -0.32, -1.42, -0.37, -0.64, -0.70, -0.09, -0.45, -0.62, -0.69, -0.10, -1.04, -0.75, -0.94, -0.24, -0.15, -0.62, -0.56, -0.42, 0.06, 0.51, 0.47, 0.71, 0.32, 0.41, 0.43, 0.21, 0.38, 0.39, 0.42, 0.21, 0.96, 0.48, 0.45, 0.54, 0.40, 0.43, 0.41, 0.35, -0.63, 0.13, -0.35, -0.47, 0.50, -0.69, 0.09, 0.27, 0.25, 0.29, 0.25]}